# C35H73Cl4N6O2

A cluster of 8 separate species, C35H73Cl4N6O2 in total at a distorted geometry (ωB97M-V/def2-TZVPD, the OMol25 dataset).

The LUMO energy comes out at 2.10 eV. The charge is -1. The calculation puts the gap between HOMO and LUMO at 0.2639 hartree.

Last columns: bonded neighbours and bond lengths (Å).
Positions of all 120 atoms, in Å:
1 N -1.7177 -3.9865 -1.8465  C8 1.505, C26 1.427, C45 1.502
2 H 2.0140 -1.9712 -0.1349  C31 1.090
3 H -1.8798 1.8993 -5.5965  C52 1.080
4 H -1.9612 -5.2263 6.0772  C39 1.090
5 N 3.0155 -0.0807 -2.1422  C41 1.474, C79 1.492, C110 1.525
6 H 6.1621 0.5836 -3.5656  C49 1.090
7 H -1.9806 2.2452 1.3725  C55 1.090
8 C -0.4106 -3.5689 -1.2294  N1 1.505, C62 1.534, H108 1.090, H120 1.090
9 H 3.8948 -1.8310 -1.3033  C79 1.090
10 H 3.6043 7.4342 0.0770  C105 1.090
11 C 5.0205 3.1413 1.0366  C34 1.543, H36 1.090, N87 1.460, H89 1.090
12 N -0.2427 -4.2093 4.0792  C29 1.480, C67 1.453, C73 1.474
13 H 1.6814 -0.5656 -4.8367  C76 1.090
14 C 2.3190 2.2191 1.9086  H18 1.090, H43 1.090, C95 1.554, H98 1.090
15 C -4.7906 5.6332 -0.8044  H69 1.080, C91 1.418, C99 1.392
16 H -1.0580 -4.5411 7.4231  C39 1.090
17 N -2.6300 1.5030 -3.6531  C52 1.358, H80 1.010, C81 1.359
18 H 2.9905 1.5766 2.4781  C14 1.090
19 H -1.9612 -5.4249 4.0514  C67 1.090
20 H -0.7282 -7.2243 2.7440  C100 1.090
21 H -4.3558 2.7209 -6.1487  C71 1.080
22 C -4.7271 2.1133 -4.0085  C71 1.423, C81 1.391, H107 1.080
23 C -2.8895 5.6884 0.5816  N33 1.389, H46 1.080, C91 1.406
24 H -2.6752 -7.0235 -2.7714  C70 1.090
25 H 3.2149 3.9557 2.7021  C95 1.090
26 C -1.8600 -5.3966 -1.6834  N1 1.427, H60 1.090, C70 1.490, H86 1.090
27 H 1.9411 4.3423 1.6032  C95 1.090
28 C -2.7623 -1.6488 -1.5351  C45 1.535, H47 1.090, H92 1.090, H118 1.090
29 C 0.0033 -4.4234 5.5229  N12 1.480, C39 1.538, H93 1.090, H102 1.090
30 O -0.1341 3.2549 -0.1212  C84 1.249
31 C 2.5871 -1.0825 0.1295  H2 1.090, C79 1.523, H104 1.090, H111 1.090
32 H 5.1391 5.4957 0.1606  C103 1.090
33 N -2.6711 4.8142 -0.4749  C23 1.389, H75 1.010, C99 1.371
34 C 6.1099 3.0998 -0.0560  C11 1.543, H38 1.090, H56 1.090, H83 1.090
35 H -1.0709 0.8509 1.2768  C55 1.090
36 H 5.3384 3.4813 2.0222  C11 1.090
37 H 0.8127 -3.6221 -2.9665  C62 1.090
38 H 5.7390 3.0584 -1.0801  C34 1.090
39 C -1.2843 -4.4214 6.3636  H4 1.090, H16 1.090, C29 1.538, H94 1.090
40 H -3.8436 -5.7757 -2.3174  C70 1.090
41 C 1.8166 -0.7759 -2.6440  N5 1.474, H54 1.090, C76 1.547, H106 1.090
42 H -3.9861 1.3132 -2.0284  C81 1.080
43 H 2.0706 1.7692 0.9473  C14 1.090
44 H -3.6998 4.3412 -2.2620  C99 1.080
45 C -2.8800 -3.1693 -1.3581  N1 1.502, C28 1.535, H74 1.090, H77 1.090
46 H -2.1482 5.8342 1.3534  C23 1.080
47 H -2.0271 -1.1117 -0.9358  C28 1.090
48 H 0.7552 -6.2357 2.9922  C100 1.090
49 C 5.4785 0.6964 -2.7241  H6 1.090, H51 1.090, H68 1.090, C110 1.603
50 H 4.3153 -1.0101 -3.5880  C110 1.090
51 H 5.3507 1.7566 -2.5057  C49 1.090
52 C -2.7400 1.9100 -4.9437  H3 1.080, N17 1.358, C71 1.351
53 H -1.4589 -4.9691 2.5090  C67 1.090
54 H 1.0097 -0.7486 -1.9117  C41 1.090
55 C -1.6110 1.5402 0.6278  H7 1.090, H35 1.090, C84 1.513, H117 1.090
56 H 6.8655 3.8843 -0.0138  C34 1.090
57 H 1.7021 -3.7764 -1.3662  C62 1.090
58 H 1.4262 0.9292 -4.0791  C76 1.090
59 H 4.4995 -0.4217 -0.5505  C79 1.090
60 H -2.2622 -5.5066 -0.6763  C26 1.090
61 H -2.7062 -5.5365 -3.6744  C70 1.090
62 C 0.8400 -4.0613 -1.9693  C8 1.534, H37 1.090, H57 1.090, H82 1.090
63 H -0.0800 -6.9451 4.3438  C100 1.090
64 H -4.7562 6.7469 1.0897  C91 1.080
65 H -1.4392 -2.8223 1.8186  C66 1.090
66 C -0.7031 -2.3476 2.4674  H65 1.090, C73 1.497, H109 1.090, H114 1.090
67 C -1.0499 -5.2565 3.4776  N12 1.453, H19 1.090, H53 1.090, C100 1.472
68 H 6.0728 0.2387 -1.9333  C49 1.090
69 H -5.7759 5.8285 -1.2012  C15 1.080
70 C -2.8278 -5.9487 -2.6727  H24 1.090, C26 1.490, H40 1.090, H61 1.090
71 C -4.0056 2.2905 -5.2222  H21 1.080, C22 1.423, C52 1.351
72 Cl -5.6985 2.7309 4.8740  C112 1.766
73 C -0.9078 -2.9165 3.8365  N12 1.474, C66 1.497, H113 1.090, H115 1.090
74 H -3.7695 -3.4889 -1.9009  C45 1.090
75 H -1.7732 4.3893 -0.6570  N33 1.010
76 C 1.2482 -0.1362 -3.9333  H13 1.090, C41 1.547, H58 1.090, H97 1.090
77 H -3.0773 -3.4316 -0.3187  C45 1.090
78 Cl -3.0269 2.9811 4.0783  C112 1.739
79 C 3.5902 -0.8327 -0.9889  N5 1.492, H9 1.090, C31 1.523, H59 1.090
80 H -1.8454 1.2306 -3.0784  N17 1.010
81 C -3.8504 1.5922 -3.0628  N17 1.359, C22 1.391, H42 1.080
82 H 0.9381 -5.1253 -2.1845  C62 1.090
83 H 6.7838 2.2493 0.0475  C34 1.090
84 C -0.6823 2.1655 -0.3895  O30 1.249, C55 1.513, O96 1.260
85 Cl -4.7972 5.2015 3.6710  C112 1.772
86 H -0.9913 -6.0491 -1.7719  C26 1.090
87 N 3.8242 3.9013 0.6849  C11 1.460, C95 1.478, C103 1.493
88 H 3.7273 0.5959 -4.0069  C110 1.090
89 H 4.8084 2.0819 1.1810  C11 1.090
90 H 2.8169 6.0273 -0.7198  C105 1.090
91 C -4.2220 6.1021 0.4076  C15 1.418, C23 1.406, H64 1.080
92 H -3.7264 -1.1822 -1.3329  C28 1.090
93 H 0.5414 -5.3650 5.6324  C29 1.090
94 H -1.8068 -3.4674 6.2930  C39 1.090
95 C 2.8017 3.6856 1.7303  C14 1.554, H25 1.090, H27 1.090, N87 1.478
96 O -0.2765 1.4829 -1.3674  C84 1.260
97 H 0.1690 -0.2201 -4.0614  C76 1.090
98 H 1.3505 2.2003 2.4084  C14 1.090
99 C -3.7462 4.8743 -1.3239  C15 1.392, N33 1.371, H44 1.080
100 C -0.2374 -6.4798 3.3708  H20 1.090, H48 1.090, H63 1.090, C67 1.472
101 Cl -4.9655 2.7699 2.0481  C112 1.758
102 H 0.7302 -3.7154 5.9208  C29 1.090
103 C 4.2163 5.3418 0.7199  H32 1.090, N87 1.493, C105 1.552, H119 1.090
104 H 1.8011 -0.3379 0.2549  C31 1.090
105 C 3.2241 6.4215 0.2112  H10 1.090, H90 1.090, C103 1.552, H116 1.090
106 H 1.9944 -1.8499 -2.6982  C41 1.090
107 H -5.7599 2.3332 -3.7817  C22 1.080
108 H -0.2697 -3.9149 -0.2054  C8 1.090
109 H 0.2828 -2.4902 2.0250  C66 1.090
110 C 4.1195 -0.0134 -3.1926  N5 1.525, C49 1.603, H50 1.090, H88 1.090
111 H 2.9833 -1.1625 1.1418  C31 1.090
112 C -4.6476 3.4365 3.6431  Cl72 1.766, Cl78 1.739, Cl85 1.772, Cl101 1.758
113 H -0.4370 -2.2566 4.5652  C73 1.090
114 H -0.9713 -1.2967 2.3591  C66 1.090
115 H -1.9255 -2.8262 4.2164  C73 1.090
116 H 2.2889 6.5037 0.7650  C105 1.090
117 H -2.4389 1.0139 0.1527  C55 1.090
118 H -2.4508 -1.4419 -2.5590  C28 1.090
119 H 4.4733 5.6472 1.7342  C103 1.090
120 H -0.4111 -2.4827 -1.1383  C8 1.090